One molecule with the formula C7H11FO5S in a non-equilibrium geometry. Source: the OMol25 dataset; level of theory: the ωB97M-V functional and the def2-TZVPD basis.

Geometry as XYZ:
```
25
Properties=species:S:1:pos:R:3:nbo_charge:R:1
O 0.04971 -0.43895 3.95557 -0.89
S 0.13157 0.36742 2.79556 2.54
O 0.88732 1.56491 2.82029 -0.89
O -1.38715 0.58743 2.31692 -0.69
C -1.41829 0.45859 0.85295 0.07
C -1.03525 1.86121 0.27573 -0.49
C 0.15966 1.95159 -0.68110 0.05
F 1.18286 2.67368 -0.09697 -0.36
C -0.50317 -0.71964 0.69446 0.06
C -0.32317 -1.37260 -0.68060 -0.46
C 1.14217 -1.45152 -1.08061 0.07
C 1.37835 -2.14039 -2.37647 -0.16
O 1.49174 -0.64536 -2.13241 -0.51
O 0.66155 -0.43246 1.47916 -0.68
H -2.43942 0.28357 0.53682 0.22
H -0.83289 2.53307 1.10255 0.27
H -1.90451 2.25156 -0.24804 0.22
H 0.55917 0.99630 -1.00389 0.18
H -0.14461 2.47854 -1.58502 0.16
H -1.01328 -1.49607 1.27789 0.20
H -0.79040 -0.80698 -1.48127 0.24
H -0.63961 -2.40883 -0.64116 0.24
H 1.86436 -1.62230 -0.29552 0.21
H 2.38319 -2.25974 -2.75012 0.22
H 0.54009 -2.21305 -3.05474 0.19
```

Output
**Energy**: -1147.46763 hartree
**HOMO-LUMO gap**: 0.411 hartree
**Maximum force**: 3.138 eV Å⁻¹
**Spin multiplicity**: 1
**SMILES**: O=S1(=O)O[C@@H](CCF)[C@@H](C[C@H]2CO2)O1
**Highest occupied orbital energy**: -10.73 eV